# 1
ORCA calculation (the ωB97M-V functional and the def2-TZVPD basis) on a single C7H10N2O3S2 molecule in a non-equilibrium geometry.

Geometry as ORCA input:
```
! wB97M-V def2-TZVPD RIJCOSX def2/J DEFGRID3
* xyz 0 1
C -1.978 -0.126 0.939
C 0.159 2.031 -0.108
C 1.064 3.068 0.000
C -3.334 -0.135 0.947
C -1.042 -0.680 -0.071
C 2.263 1.227 -0.009
C 0.455 -0.432 0.132
N 0.955 0.859 0.105
N 2.058 -1.839 -1.494
O 2.788 -1.356 0.805
O 0.930 -3.012 0.444
O 2.333 2.576 -0.016
S -4.600 -0.401 -0.169
S 1.615 -1.807 0.109
H -1.476 -0.040 1.925
H -0.978 1.970 -0.031
H 0.981 4.112 0.013
H -3.794 0.311 1.868
H -1.130 -1.741 -0.047
H -1.264 -0.375 -1.111
H -4.138 -1.582 -0.660
H 3.121 0.745 0.063
H 2.867 -2.476 -1.871
H 2.144 -0.897 -1.765
*
```

- Relative energy (zero: lowest compared OMol25 entry of this formula, charge and spin): 4.033 eV
- LUMO (spin up / spin down): 0.33 / 0.33 eV
- Frontier orbital gap (spin up / spin down): 0.28059 / 0.28062 Eh
- HOMO (spin up / spin down): -0.2686 / -0.2686 Eh



# 2
ORCA calculation (the ωB97M-V functional and the def2-TZVPD basis) on a molecular structure, C36H38N2O5P2RhSi2 in a non-equilibrium geometry.

Geometry as ORCA input:
```
! wB97M-V def2-TZVPD RIJCOSX def2/J DEFGRID3
* xyz -1 1
Rh 0.900 1.358 0.039
C -2.717 3.321 0.189
Si -2.252 1.912 1.364
C -1.439 2.593 2.924
C -3.824 0.988 1.913
N -1.195 0.729 0.664
P -1.328 -0.124 -0.701
C 0.212 -0.027 -1.506
P 1.485 -0.947 -0.783
N 1.648 -0.438 0.736
Si 2.049 -0.840 2.357
C 2.040 -2.711 2.685
C 0.781 -0.034 3.493
C 3.757 -0.140 2.766
C 1.538 -2.768 -0.960
C 2.606 -3.499 -0.446
C 2.618 -4.880 -0.550
C 1.567 -5.540 -1.174
C 0.516 -4.815 -1.715
C 0.507 -3.432 -1.616
C 2.979 -0.440 -1.708
C 4.238 -0.483 -1.116
C 5.353 -0.023 -1.800
C 5.215 0.490 -3.082
C 3.965 0.532 -3.682
C 2.850 0.067 -3.000
C -1.983 -1.765 -0.252
C -2.838 -2.534 -1.036
C -3.201 -3.807 -0.619
C -2.706 -4.324 0.569
C -1.845 -3.565 1.351
C -1.488 -2.291 0.943
C -2.543 0.578 -1.862
C -2.076 1.426 -2.864
C -2.973 2.111 -3.669
C -4.339 1.951 -3.483
C -4.810 1.112 -2.483
C -3.916 0.434 -1.670
H -2.678 4.288 0.694
H -2.016 3.361 -0.647
H -3.719 3.197 -0.227
H -1.806 3.602 3.128
H -1.659 1.972 3.796
H -0.355 2.644 2.819
H -4.293 1.506 2.753
H -4.561 0.921 1.111
H -3.577 -0.028 2.230
H 1.287 -3.227 2.085
H 3.005 -3.176 2.477
H 1.811 -2.889 3.739
H -0.232 -0.134 3.098
H 0.811 -0.467 4.496
H 0.991 1.035 3.573
H 4.567 -0.652 2.240
H 3.781 0.915 2.482
H 3.958 -0.207 3.839
H 3.424 -2.982 0.038
H 3.440 -5.449 -0.135
H 1.574 -6.621 -1.244
H -0.302 -5.330 -2.203
H -0.293 -2.853 -2.055
H 4.340 -0.849 -0.101
H 6.327 -0.046 -1.328
H 6.083 0.874 -3.605
H 3.857 0.945 -4.677
H 1.865 0.107 -3.445
H -3.211 -2.147 -1.976
H -3.879 -4.398 -1.224
H -2.988 -5.321 0.884
H -1.455 -3.966 2.278
H -0.820 -1.677 1.536
H -1.007 1.550 -2.979
H -2.605 2.783 -4.433
H -5.039 2.493 -4.108
H -5.876 1.000 -2.328
H -4.282 -0.206 -0.877
O 0.136 7.308 1.320
C 0.384 6.154 1.092
C -0.014 5.412 -0.207
O -0.618 5.954 -1.113
C 0.485 4.079 -0.027
C 1.132 3.916 1.221
O 1.621 2.797 1.576
C 1.098 5.178 1.972
O 1.531 5.403 3.084
O 0.427 3.056 -0.835
*
```

- Relative energy (zero: lowest compared OMol25 entry of this formula, charge and spin): 0.200 eV
- LUMO (spin up / spin down): 1.45 / 1.45 eV
- Frontier orbital gap (spin up / spin down): 0.22265 / 0.22268 Eh
- HOMO (spin up / spin down): -0.1693 / -0.1693 Eh



# 3
ORCA calculation (the ωB97M-V functional and the def2-TZVPD basis) on a single C10H8N2 molecule in a non-equilibrium geometry.

Geometry as ORCA input:
```
! wB97M-V def2-TZVPD RIJCOSX def2/J DEFGRID3
* xyz 0 1
C -3.345 -0.023 -0.524
C -2.527 0.798 -1.349
C -1.155 0.793 -1.135
C -0.559 -0.039 -0.148
C 0.895 -0.030 0.149
N 1.552 1.198 -0.014
C 2.871 1.212 0.207
C 3.548 0.019 0.518
C 2.747 -1.188 0.621
N 1.461 -1.104 0.414
C -1.501 -0.785 0.732
C -2.784 -0.830 0.462
H -4.167 0.055 -0.667
H -2.987 1.392 -2.094
H -0.561 1.429 -1.698
H 3.303 2.083 0.252
H 4.621 0.106 0.663
H 3.217 -2.012 1.087
H -1.099 -1.507 1.581
H -3.531 -1.568 0.940
*
```

- Relative energy (zero: lowest compared OMol25 entry of this formula, charge and spin): 3.105 eV
- LUMO: 0.28 eV
- Frontier orbital gap: 0.32974 Eh
- HOMO: -0.3195 Eh



# 4
ORCA calculation (the ωB97M-V functional and the def2-TZVPD basis) on 2 unconnected molecules or ions with the total composition C6H13NO in a non-equilibrium geometry.

Geometry as ORCA input:
```
! wB97M-V def2-TZVPD RIJCOSX def2/J DEFGRID3
* xyz 0 1
C -2.682 -0.302 -1.197
C -2.456 0.956 -0.874
C -1.118 1.652 -1.127
N -0.374 1.612 0.144
C 0.606 0.666 0.382
C 0.931 -0.005 1.509
C 2.203 -0.724 1.706
H -2.024 -0.981 -1.713
H -3.613 -0.827 -0.948
H -3.010 1.616 -0.239
H -0.526 1.273 -1.955
H -1.271 2.709 -1.395
H -0.925 1.753 0.990
H 1.029 0.290 -0.578
H 0.418 0.119 2.450
H 2.325 -1.717 1.206
H 3.007 -0.120 1.283
H 2.471 -0.935 2.741
O 1.320 -2.332 -1.074
H 1.593 -1.783 -0.310
H 2.095 -2.920 -0.999
*
```

- Relative energy (zero: lowest compared OMol25 entry of this formula, charge and spin): 3.002 eV
- LUMO: 0.98 eV
- Frontier orbital gap: 0.31887 Eh
- HOMO: -0.2828 Eh



# 5
ORCA calculation (the ωB97M-V functional and the def2-TZVPD basis) on 3 unconnected molecules or ions with the total composition C28H52Br4O3Si2 in a non-equilibrium geometry.

Geometry as ORCA input:
```
! wB97M-V def2-TZVPD RIJCOSX def2/J DEFGRID3
* xyz 0 1
C -8.460 -4.910 -1.276
O -7.109 -4.464 -1.668
C -7.150 -3.577 -2.854
C -6.949 -1.983 -2.490
C -5.388 -1.447 -2.726
C -4.673 -0.936 -1.316
C -3.802 0.476 -1.523
Si -1.912 0.135 -1.378
C -0.961 1.291 -0.168
C -1.775 1.700 1.195
C -2.111 0.456 2.208
C -1.223 0.494 3.624
C -0.095 -0.703 3.709
C 1.124 -0.276 2.681
C 2.523 0.147 3.424
C 3.505 -1.103 3.825
Si 4.615 -1.764 2.396
C 5.911 -0.510 1.721
C 3.534 -2.315 0.870
C 5.434 -3.416 3.075
C 6.335 -4.255 1.967
C 7.009 -5.671 2.468
C 6.780 -6.193 4.030
C 5.894 -5.351 5.141
C 5.206 -3.919 4.651
C -1.094 0.410 -3.142
C -0.268 -0.926 -3.666
O 1.041 -1.085 -3.326
O -1.028 -1.899 -4.468
H -9.335 -4.314 -1.783
H -8.589 -4.737 -0.102
H -8.594 -6.057 -1.507
H -6.261 -3.932 -3.557
H -8.132 -3.700 -3.494
H -7.258 -1.846 -1.365
H -7.730 -1.381 -3.142
H -5.461 -0.577 -3.521
H -4.782 -2.349 -3.218
H -3.982 -1.831 -0.970
H -5.561 -0.726 -0.548
H -4.216 1.315 -0.820
H -4.002 0.793 -2.656
H -1.732 -1.264 -0.923
H -0.765 2.309 -0.759
H 0.095 0.808 0.016
H -2.733 2.356 0.929
H -1.062 2.439 1.801
H -3.238 0.617 2.568
H -2.083 -0.607 1.719
H -0.713 1.536 3.795
H -1.972 0.325 4.521
H 0.265 -0.902 4.808
H -0.630 -1.680 3.281
H 1.220 -1.134 1.889
H 0.758 0.695 2.090
H 3.100 0.938 2.751
H 2.231 0.681 4.451
H 4.199 -0.721 4.716
H 2.920 -2.031 4.270
H 5.920 -0.631 0.536
H 5.512 0.574 1.963
H 6.988 -0.605 2.190
H 4.234 -2.925 0.156
H 3.030 -1.372 0.351
H 2.727 -3.062 1.317
H 6.488 -3.899 0.855
H 7.643 -6.336 1.716
H 7.264 -7.217 4.401
H 5.689 -5.691 6.246
H 4.562 -3.231 5.364
H -1.898 0.799 -3.906
H -0.275 1.262 -3.024
H -1.928 -1.464 -4.660
Br 0.999 4.610 -0.311
C -0.015 4.951 -1.942
C -0.305 6.425 -2.108
Br -1.748 6.996 -0.927
H -0.915 4.333 -1.894
H 0.625 4.591 -2.754
H -0.665 6.634 -3.120
H 0.556 7.064 -1.893
Br 4.262 7.005 -2.290
C 3.249 7.346 -3.921
C 2.958 8.820 -4.087
Br 1.515 9.392 -2.906
H 2.349 6.728 -3.873
H 3.888 6.986 -4.733
H 2.599 9.030 -5.099
H 3.819 9.459 -3.872
*
```

- LUMO: 0.25 eV
- Frontier orbital gap: 0.31177 Eh
- HOMO: -0.3025 Eh



# 6
ORCA calculation (the ωB97M-V functional and the def2-TZVPD basis) on a single C14H22ClNOS molecule.

Geometry as ORCA input:
```
! wB97M-V def2-TZVPD RIJCOSX def2/J DEFGRID3
* xyz 0 1
C 1.731 3.472 0.911
O 1.178 3.203 -0.350
C 2.035 2.431 -1.166
C 1.489 2.374 -2.590
C 0.072 1.776 -2.694
N -0.096 0.378 -2.370
C 0.634 -0.582 -3.184
C 1.784 -1.272 -2.439
C 1.267 -2.295 -1.420
C 2.103 -2.334 -0.150
S 1.914 -0.801 0.832
C 0.177 -0.810 1.209
C -0.472 -1.963 1.629
C -1.822 -1.932 1.921
C -2.520 -0.740 1.808
Cl -4.208 -0.703 2.176
C -1.877 0.421 1.408
C -0.529 0.384 1.106
H 2.639 4.082 0.823
H 1.985 2.547 1.445
H 0.978 4.023 1.473
H 3.039 2.886 -1.184
H 2.139 1.423 -0.737
H 1.448 3.390 -2.983
H 2.187 1.799 -3.200
H -0.281 1.916 -3.721
H -0.585 2.339 -2.028
H 0.094 0.223 -1.387
H 1.019 -0.080 -4.076
H -0.075 -1.350 -3.522
H 2.372 -0.510 -1.923
H 2.443 -1.765 -3.156
H 0.233 -2.058 -1.152
H 1.264 -3.294 -1.863
H 1.843 -3.182 0.481
H 3.169 -2.379 -0.376
H 0.069 -2.891 1.735
H -2.329 -2.829 2.242
H -2.426 1.345 1.322
H -0.031 1.285 0.787
*
```

- Relative energy (zero: lowest compared OMol25 entry of this formula, charge and spin): 0.047 eV
- LUMO: 0.64 eV
- Frontier orbital gap: 0.32916 Eh
- HOMO: -0.3057 Eh



Electronic energy (computed, eV): -38209.33016; -88512.16929; -13476.57671; -9968.17235; -331931.79874; -41769.90128